Entry from the Open Molecules 2025 dataset: a cluster of 11 separate species, C33H93F3N8O14S in total in a non-equilibrium geometry (ωB97M-V/def2-TZVPD).

Results
LUMO level = -0.1 eV
E = -95296.2779 eV
ΔE to the lowest compared entry with this formula, charge and spin = 10.4 kcal/mol
E_HOMO = -8.3 eV
Orbital gap = 8.20 eV

XYZ file:
```
152
Properties=species:S:1:pos:R:3:mulliken_charge:R:1
N -4.49 1.30 0.25 0.45
H -5.06 1.28 1.08 0.52
H -4.09 0.38 0.09 -0.15
H -3.72 1.94 0.37 -0.14
H -4.93 1.61 -0.60 0.45
C 0.49 -0.51 0.42 -0.13
F -0.17 -0.91 1.52 -0.13
F 1.16 0.61 0.71 -0.08
F 1.37 -1.46 0.07 0.40
S -0.75 -0.22 -1.09 0.64
O 0.04 0.43 -2.13 -0.25
O -1.29 -1.51 -1.52 -1.50
O -1.84 0.60 -0.54 0.06
C 4.00 -3.49 -0.10 1.24
C 5.00 -3.68 1.01 -0.74
O 5.18 -2.38 1.62 -0.59
O 3.78 -4.66 -0.88 -0.69
H 4.36 -2.70 -0.77 -0.14
H 3.05 -3.11 0.28 -0.66
H 5.92 -4.01 0.51 0.39
H 4.64 -4.43 1.71 0.27
H 4.44 -2.20 2.21 0.15
H 3.21 -4.43 -1.63 0.51
C 1.64 -2.59 -3.41 -0.11
C 2.67 -1.44 -3.42 0.37
O 3.59 -1.41 -4.49 -0.58
O 1.83 -3.64 -2.51 -0.56
H 1.53 -3.03 -4.41 0.52
H 0.66 -2.14 -3.22 -0.15
H 3.24 -1.24 -2.51 -0.16
H 2.07 -0.57 -3.65 -0.17
H 3.39 -2.18 -5.03 0.36
H 0.98 -4.00 -2.24 0.31
C 3.52 -1.31 5.45 -1.84
C 2.87 -0.89 4.15 1.01
C 3.56 0.36 3.50 -0.20
O 3.70 1.43 4.48 -0.44
C 2.48 1.93 5.15 -0.61
N 2.87 -2.01 3.29 -0.39
H 4.56 -1.58 5.25 0.36
H 3.08 -2.14 6.01 0.43
H 3.53 -0.51 6.18 0.36
H 1.88 -0.64 4.53 0.03
H 3.03 0.82 2.67 0.07
H 4.52 0.05 3.07 0.27
H 1.95 1.22 5.78 0.32
H 1.67 2.29 4.52 0.11
H 2.80 2.79 5.74 0.37
H 2.34 -1.80 2.45 -0.06
H 2.21 -2.66 3.70 0.12
C 8.06 1.27 -0.23 -1.66
C 7.05 0.44 0.57 0.35
C 5.58 0.55 0.12 0.15
O 5.21 1.92 0.04 -0.44
C 4.14 2.24 -0.73 -0.68
N 7.39 -0.98 0.69 -0.72
H 8.15 0.99 -1.28 0.35
H 9.07 1.07 0.16 0.45
H 7.96 2.35 -0.14 0.31
H 7.10 0.92 1.55 0.29
H 4.85 0.07 0.78 -0.24
H 5.56 0.02 -0.84 0.35
H 4.33 1.94 -1.77 0.42
H 4.08 3.33 -0.69 0.31
H 3.17 1.93 -0.35 0.09
H 6.61 -1.52 1.04 0.49
H 7.40 -1.29 -0.27 0.35
C -4.56 1.34 -3.34 -1.18
C -5.22 2.70 -2.81 0.66
C -6.11 3.49 -3.80 -0.89
O -6.36 4.73 -3.18 -0.30
C -7.25 5.58 -3.93 -0.76
N -6.01 2.29 -1.66 -0.77
H -4.10 1.45 -4.33 0.45
H -5.28 0.53 -3.42 0.34
H -3.79 0.95 -2.67 0.12
H -4.45 3.34 -2.37 -0.05
H -7.01 2.91 -4.02 0.36
H -5.41 3.71 -4.60 0.46
H -6.79 5.65 -4.91 0.31
H -7.52 6.54 -3.48 0.25
H -8.22 5.12 -4.09 0.31
H -6.66 3.01 -1.38 0.24
H -6.69 1.64 -2.00 0.28
C 2.42 4.39 -4.31 -1.62
C 1.69 3.40 -3.36 1.23
C 0.97 4.08 -2.15 0.01
O 1.85 4.78 -1.32 -0.37
C 1.15 5.34 -0.24 -0.63
N 0.91 2.54 -4.19 -0.75
H 1.67 5.08 -4.69 0.35
H 2.96 3.92 -5.13 0.44
H 3.11 4.96 -3.69 0.31
H 2.52 2.86 -2.90 -0.49
H 0.48 3.28 -1.59 -0.27
H 0.33 4.89 -2.52 0.45
H 0.18 5.78 -0.44 0.31
H 1.72 6.08 0.32 0.40
H 0.93 4.56 0.49 0.12
H 0.54 1.87 -3.52 0.38
H 1.58 2.03 -4.75 0.38
C -3.30 -2.31 1.55 -0.71
C -4.28 -2.47 0.36 0.43
C -5.77 -2.34 0.86 -0.71
O -6.23 -3.32 1.73 -0.40
C -6.09 -4.73 1.38 -0.55
N -4.07 -1.39 -0.64 -0.22
H -3.37 -3.19 2.18 0.62
H -3.65 -1.52 2.22 0.41
H -2.26 -2.19 1.25 -0.57
H -4.01 -3.44 -0.05 0.39
H -6.42 -2.42 -0.02 0.51
H -5.93 -1.35 1.30 0.04
H -6.35 -5.44 2.16 0.29
H -5.07 -5.07 1.20 0.13
H -6.73 -4.95 0.52 0.31
H -4.47 -1.57 -1.55 0.38
H -3.11 -1.39 -0.96 -0.36
C -0.39 -6.50 -0.81 -1.72
C -0.95 -5.06 -0.39 0.92
C -0.27 -4.53 0.89 0.61
O -0.47 -5.35 2.03 -0.49
C 0.51 -5.11 3.09 -0.54
N -0.83 -4.25 -1.57 -0.30
H -0.97 -6.83 -1.68 0.46
H -0.64 -7.20 -0.01 0.44
H 0.67 -6.64 -1.01 0.29
H -2.00 -5.13 -0.10 0.08
H -0.82 -3.65 1.24 -0.35
H 0.75 -4.18 0.79 -0.06
H 0.76 -4.06 3.27 -0.04
H 1.47 -5.50 2.77 0.34
H 0.27 -5.56 4.05 0.38
H -1.17 -3.32 -1.35 0.06
H -1.49 -4.65 -2.23 0.31
C -3.37 4.59 1.80 -1.71
C -2.21 3.72 1.22 0.56
C -1.89 2.50 2.05 0.12
O -1.27 2.90 3.26 -0.44
C -0.87 1.85 4.12 -0.64
N -2.51 3.33 -0.16 -0.14
H -3.18 4.92 2.82 0.41
H -4.34 4.10 1.78 0.25
H -3.46 5.50 1.20 0.43
H -1.28 4.29 1.20 0.09
H -1.14 1.82 1.66 -0.25
H -2.78 1.93 2.30 0.43
H -0.10 1.15 3.81 0.04
H -1.68 1.17 4.40 0.34
H -0.63 2.35 5.06 0.40
H -1.79 2.74 -0.55 -0.47
H -2.52 4.17 -0.71 0.37
```